1.
Formula: H9O4
Source: the OMol25 dataset
Level of theory: ωB97M-V/def2-TZVPD

Structure (XYZ):
```
13
Properties=species:S:1:pos:R:3:forces:R:3
O 0.5060 -2.3332 -1.3391 -2.32 -0.73 3.02
H -0.1283 -3.0725 -1.1779 0.54 0.67 0.23
H 0.8142 -2.5716 -2.1699 1.38 0.03 -2.75
O 0.3758 0.4024 2.3976 -1.90 -1.05 4.04
H -0.2461 -0.0721 3.1311 2.05 1.48 -2.71
H 0.8427 1.0423 2.9950 -0.33 -0.54 -1.18
O -0.6188 2.1895 -1.0305 0.78 0.00 -0.02
H 0.2691 2.6243 -0.9477 -1.27 -0.40 -0.43
H -1.0042 2.3892 -1.9061 0.46 0.04 0.58
O -0.2496 -0.2383 -0.0136 -0.61 0.48 -0.77
H -0.1140 0.0375 0.9545 0.54 -0.78 -0.46
H -0.5454 0.6614 -0.4983 0.68 -1.48 0.02
H 0.0052 -1.2020 -0.4959 0.00 2.30 0.41
```
Forces are in eV/Å.

Values from the calculation:
Net charge ... +1
ΔE to the lowest compared entry with this formula, charge and spin ... 0.999 eV

Mulliken population analysis, charges in e, atoms 1 to 2: -0.62, 0.36

=====

2.
Formula: H9O4
Source: the OMol25 dataset
Level of theory: ωB97M-V/def2-TZVPD

Structure (XYZ):
```
13
Properties=species:S:1:pos:R:3:forces:R:3
O -0.3233 0.3329 -0.2223 -0.75 -3.40 1.17
H 0.3398 0.7827 -0.7502 1.32 1.05 -0.16
H -0.0940 -0.6870 -0.1029 -0.53 2.04 -0.63
H -0.6396 0.7249 0.6789 0.00 0.07 -0.05
O -1.5044 0.9814 1.9983 0.23 -1.13 2.78
H -1.0894 1.2456 2.9125 -1.05 -0.61 -2.59
H -2.0823 0.1825 2.2416 1.07 1.69 -0.54
O -0.3713 -2.6983 -0.6810 -0.23 -0.60 -0.90
H -1.2415 -2.7791 -1.1500 1.24 -0.10 0.55
H 0.1988 -3.4480 -1.0131 -0.99 1.23 0.52
O 2.0067 1.6158 -1.1077 -0.73 1.80 3.62
H 2.5538 2.4101 -0.8689 -0.84 -1.20 -0.46
H 2.2467 1.3366 -1.9352 1.26 -0.84 -3.30
```
Forces are in eV/Å.

Values from the calculation:
Net charge ... +1
ΔE to the lowest compared entry with this formula, charge and spin ... 1.052 eV

Mulliken population analysis, charges in e, atoms 1 to 2: -0.40, 0.45

=====

3.
Formula: H9O4S
Source: the OMol25 dataset
Level of theory: ωB97M-V/def2-TZVPD

Structure (XYZ):
```
14
Properties=species:S:1:pos:R:3:forces:R:3
S 0.1251 -0.0291 0.1005 -0.04 0.61 -0.27
H 0.2621 1.2031 -0.4922 -0.03 -0.68 0.31
H 1.6497 -1.1655 -1.2743 0.34 0.16 0.08
H 2.9061 -2.0971 -1.4384 -0.38 0.36 0.00
O 2.4264 -1.3627 -1.8485 0.07 -0.40 -0.09
H -2.6981 0.1223 2.8363 -0.16 -0.35 -0.25
H -3.0751 -0.6812 1.6228 0.64 -0.21 -1.60
O -3.3293 -0.5385 2.5104 -0.35 0.57 1.78
H 0.5940 2.3377 2.4173 -0.58 0.22 -0.22
H 1.3852 1.1849 1.8182 -0.32 0.27 0.39
O 1.3779 1.8253 2.5690 0.84 -0.54 -0.14
H -0.2462 -0.6751 -3.5756 -0.22 0.45 0.70
H -0.5912 -0.1055 -2.1458 0.19 -0.19 -0.05
O -0.7866 -0.0186 -3.0997 0.01 -0.27 -0.64
```
Forces are in eV/Å.

Values from the calculation:
Net charge ... -1
ΔE to the lowest compared entry with this formula, charge and spin ... 0.627 eV

Mulliken population analysis, charges in e, atoms 1 to 2: -0.92, 0.09

=====

4.
Formula: H9O4S
Source: the OMol25 dataset
Level of theory: ωB97M-V/def2-TZVPD

Structure (XYZ):
```
14
Properties=species:S:1:pos:R:3:forces:R:3
S 0.8463 1.9630 1.1607 -0.34 1.04 -0.27
H -0.2042 2.8318 1.3530 0.56 -0.62 -0.19
H 2.1958 -0.8185 -2.2844 0.87 0.13 -0.69
H 3.0646 -0.1080 -1.4082 0.63 0.66 0.58
O 3.0899 -0.4108 -2.3147 -1.42 -0.75 0.17
H -3.2762 -0.3952 1.0605 0.79 -0.94 0.60
H -1.8076 -0.5081 1.5786 -0.67 -1.16 -0.22
O -2.6546 -1.0377 1.4890 -0.37 1.84 -0.54
H 0.2568 0.0835 1.3634 -0.26 0.18 1.56
H -0.2728 -0.5676 2.8007 0.19 0.98 0.69
O 0.0049 -0.7267 1.9137 0.10 -1.47 -1.75
H 0.1339 -0.5494 -2.5096 0.62 -0.48 -0.21
H -0.7000 0.3070 -1.6721 -0.20 0.92 1.63
O -0.6768 -0.0633 -2.5306 -0.51 -0.33 -1.36
```
Forces are in eV/Å.

Values from the calculation:
Net charge ... -1
ΔE to the lowest compared entry with this formula, charge and spin ... 1.537 eV

Mulliken population analysis, charges in e, atoms 1 to 2: -0.80, -0.01

=====

5.
Formula: HIN4
Source: the OMol25 dataset
Level of theory: ωB97M-V/def2-TZVPD

Structure (XYZ):
```
6
Properties=species:S:1:pos:R:3:forces:R:3
N 0.5050 -1.2590 0.0649 0.32 -1.80 -3.36
N 1.2097 -0.8837 0.9187 1.81 1.70 3.99
N 1.9817 -0.6401 1.7348 -1.42 0.63 -1.70
N 2.8480 -2.2262 2.4115 0.43 0.23 1.66
I 2.9943 -3.5383 1.0464 0.10 -1.26 -1.25
H -0.4676 -1.1654 -0.0383 -1.24 0.50 0.67
```
Forces are in eV/Å.

Values from the calculation:
Net charge ... 0
ΔE to the lowest compared entry with this formula, charge and spin ... 5.600 eV

Mulliken population analysis, charges in e, atoms 1 to 2: -0.65, 0.85

=====

6.
Formula: HN2O3
Source: the OMol25 dataset
Level of theory: ωB97M-V/def2-TZVPD

Structure (XYZ):
```
6
Properties=species:S:1:pos:R:3:forces:R:3
N -0.8655 -0.0657 0.3421 0.57 0.65 0.53
N 0.1489 0.6794 0.1662 -0.99 4.42 2.37
O 0.0928 1.9467 0.7684 -0.17 -3.36 -1.46
O 1.1452 0.3802 -0.4668 1.46 -1.04 -1.01
O -0.7187 -1.2741 -0.2851 0.51 -2.91 -1.39
H 0.1973 -1.6665 -0.5248 -1.37 2.25 0.97
```
Forces are in eV/Å.

Values from the calculation:
Structure (SMILES) ... [O-][N+]([O-])=NO
Net charge ... -1
ΔE to the lowest compared entry with this formula, charge and spin ... 0.552 eV

Mulliken population analysis, charges in e, atoms 1 to 2: -0.41, 1.05

=====

7.
Formula: HN2O3P
Source: the OMol25 dataset
Level of theory: ωB97M-V/def2-TZVPD

Structure (XYZ):
```
7
Properties=species:S:1:pos:R:3:forces:R:3
N 1.1771 2.2090 0.1874 0.36 1.53 -0.91
N 1.1135 1.1521 0.6273 -0.49 -1.29 2.19
O 1.2455 -0.3013 -1.3536 -0.81 -0.98 -1.64
O 3.1143 -0.6871 0.2545 0.61 -0.36 0.78
O 0.7653 -1.5382 0.8631 -0.91 -0.96 0.92
P 1.6300 -0.6765 0.0357 1.23 2.06 -1.34
H -9.0458 -0.1581 -0.6143 0.00 0.00 0.00
```
Forces are in eV/Å.

Values from the calculation:
Net charge ... -2
Total energy ... -18425.0970 eV
Multiplicity ... 3

Mulliken population analysis, charges in e, atoms 1 to 2: -0.56, 0.02

=====

8.
Formula: HN2O5S
Source: the OMol25 dataset
Level of theory: ωB97M-V/def2-TZVPD

Structure (XYZ):
```
9
Properties=species:S:1:pos:R:3:forces:R:3
N 2.1183 0.5480 -0.3196 0.18 1.41 -0.79
N 2.9761 0.0632 0.3048 -0.11 -1.36 0.81
O 3.2901 -0.8742 0.9991 0.37 -0.05 0.19
O -0.6325 -0.6133 -0.0130 0.04 0.40 -0.25
O -2.7332 -1.6790 -0.7573 0.12 0.59 -0.06
O -2.8007 0.6947 0.2834 0.10 -0.72 -0.30
O 1.8806 1.4967 -1.0176 -0.65 -0.04 -0.21
S -2.0471 -0.9272 0.3059 -0.33 -0.33 0.71
H -2.0517 1.2911 0.2144 0.28 0.10 -0.10
```
Forces are in eV/Å.

Values from the calculation:
Net charge ... -1
ΔE to the lowest compared entry with this formula, charge and spin ... 3.880 eV

Mulliken population analysis, charges in e, atoms 1 to 2: 0.66, 0.33

=====

9.
Formula: HN3
Source: the OMol25 dataset
Level of theory: ωB97M-V/def2-TZVPD

Structure (XYZ):
```
4
Properties=species:S:1:pos:R:3:forces:R:3
H 0.0806 -1.4177 -0.5415 0.29 3.32 0.45
N 0.2431 -0.3227 -0.6358 0.68 -4.26 -2.09
N -0.0162 0.4298 0.2549 -1.86 2.72 2.52
N -0.3074 1.3106 0.9225 0.89 -1.78 -0.88
```
Forces are in eV/Å.

Values from the calculation:
Net charge ... 0
ΔE to the lowest compared entry with this formula, charge and spin ... 0.345 eV

Mulliken population analysis, charges in e, atoms 1 to 2: 0.28, -0.59

=====

10.
Formula: HN3O4
Source: the OMol25 dataset
Level of theory: ωB97M-V/def2-TZVPD

Structure (XYZ):
```
8
Properties=species:S:1:pos:R:3:forces:R:3
N 0.0701 0.5368 0.2616 1.72 0.01 1.40
N -0.8721 -0.1639 -0.1577 2.70 -0.87 -0.27
N -3.5621 0.1017 0.1396 0.82 -4.02 -0.02
O -2.0532 0.5384 -0.0721 -1.46 2.69 -0.28
O -3.6922 -0.9876 0.6051 0.36 1.12 0.05
O -0.7710 -1.2071 -0.7499 -1.49 -1.26 -0.26
O -4.3038 0.8756 -0.2918 0.43 1.36 -0.07
H 1.0468 0.0031 0.2259 -3.08 0.98 -0.54
```
Forces are in eV/Å.

Values from the calculation:
Structure (SMILES) ... [H]/N=[N+](\[O-])O[N+](=O)[O-]
Net charge ... 0
ΔE to the lowest compared entry with this formula, charge and spin ... 3.334 eV

Mulliken population analysis, charges in e, atoms 1 to 2: -0.71, 1.11

=====

11.
Formula: HN3O4
Source: the OMol25 dataset
Level of theory: ωB97M-V/def2-TZVPD

Structure (XYZ):
```
8
Properties=species:S:1:pos:R:3:forces:R:3
N 2.5461 -0.3708 -0.0666 1.10 1.07 -0.23
N 1.3347 0.0796 0.1320 -1.44 -0.03 0.70
N 0.9799 1.4825 -0.0322 0.30 -4.21 -0.39
O 2.6008 -1.5551 -0.0196 0.47 -1.41 -0.06
O 1.8523 2.2138 -0.0108 3.47 3.42 0.18
O -0.1696 1.6195 -0.2026 -3.40 0.93 -0.12
O 0.2819 -0.8020 0.2076 -0.47 1.08 0.05
H -0.4437 -0.1302 0.2802 -0.03 -0.85 -0.14
```
Forces are in eV/Å.

Values from the calculation:
Structure (SMILES) ... O=NN(O)[N+](=O)[O-]
Net charge ... 0
ΔE to the lowest compared entry with this formula, charge and spin ... 2.451 eV

Mulliken population analysis, charges in e, atoms 1 to 2: -0.04, 0.44

=====

12.
Formula: HN3OS
Source: the OMol25 dataset
Level of theory: ωB97M-V/def2-TZVPD

Structure (XYZ):
```
6
Properties=species:S:1:pos:R:3:forces:R:3
N 0.2501 -1.5326 -0.0481 1.00 1.01 -0.26
N -0.2579 -2.7083 0.0124 1.43 1.48 0.98
N -0.4842 -0.4154 -0.0755 -1.29 -2.79 0.07
O -1.6847 -0.2083 0.0837 -1.18 -0.82 0.06
S -1.6149 -3.2259 -0.4449 -2.43 -0.96 -0.84
H 0.0246 0.3989 -0.0637 2.47 2.09 -0.01
```
Forces are in eV/Å.

Values from the calculation:
Structure (SMILES) ... [O-]/[NH+]=N\N=S
Net charge ... 0
ΔE to the lowest compared entry with this formula, charge and spin ... 1.768 eV

Mulliken population analysis, charges in e, atoms 1 to 2: -0.24, 0.00

=====

Question: net charge of number 9 (HN3)?
Answer: 0